C6H14N2O as an isolated structure at a distorted geometry, computed with ωB97M-V with the def2-TZVPD basis set.

```
23
Properties=species:S:1:pos:R:3:forces:R:3:lowdin_charge:R:1
O 0.96795 -0.33684 1.71999 -0.6793 -0.3162 -0.8726 -0.088
N 1.82830 1.75579 0.43796 0.2232 0.0547 0.7614 0.030
N 1.16377 -1.56280 -0.21473 -0.4342 0.3780 0.1465 0.102
C 0.34096 -0.89608 0.76150 1.5809 -1.1057 1.4126 -0.622
C -1.26673 1.34216 0.44199 -0.0850 -0.3728 -0.0096 0.045
C -0.52452 0.54746 -0.33882 0.5561 1.7052 -0.9375 -0.361
C -1.05339 0.03012 -1.65169 -0.0465 -0.0819 0.1110 -0.091
C -0.90048 -1.71236 1.14633 -0.1553 0.4105 -0.2998 -0.018
C 1.15144 1.39513 -0.68342 -1.2136 -1.4984 0.4500 -0.140
H -0.87010 1.70832 1.38198 0.1438 0.1867 -0.0233 0.076
H 2.09290 -1.72530 0.14844 -0.0700 0.0643 -0.0339 0.101
H -1.47674 -2.03585 0.27898 -0.0380 0.0186 0.0189 0.069
H -0.56332 -2.59753 1.69033 0.1219 0.0686 -0.0627 0.087
H -1.52521 -1.11691 1.80733 -0.0121 0.0197 -0.0606 0.083
H 1.53754 2.63719 0.84323 0.0280 -0.0983 -0.0599 0.090
H -0.27045 -0.49221 -2.20333 0.0185 -0.0059 -0.0259 0.068
H 0.75820 -2.38309 -0.64233 0.0179 0.0637 0.0876 0.087
H 1.54508 0.49585 -1.15586 0.1298 0.2395 -0.2347 0.079
H -1.42786 0.84145 -2.27920 0.0195 0.0134 -0.0052 0.082
H 0.85746 2.20773 -1.34177 -0.0710 -0.1554 0.0039 0.109
H -2.29578 1.59762 0.21215 -0.1542 -0.1150 0.0874 0.076
H -1.87544 -0.67164 -1.50070 -0.0301 -0.0037 -0.0312 0.072
H 1.80642 0.97180 1.14164 0.1497 0.5304 -0.4223 0.064
```
Positions in Å, forces in eV/Å.

The value obtained for the HOMO energy is -8.4 eV. For the energy relative to the best compared isomer or geometry (same formula, charge and spin), the calculation gives 92.0 kcal per mole. The gap between HOMO and LUMO comes out at 8.307 eV. The value obtained for the lowest unoccupied orbital energy is -0.07 eV. The net charge is 0. The value obtained for the electronic energy is -11473.779 eV. The spin multiplicity is 1.



C20H23N2 as an isolated structure at a distorted geometry, computed with ωB97M-V with the def2-TZVPD basis set.

```
45
Properties=species:S:1:pos:R:3:forces:R:3:lowdin_charge:R:1
N -1.06969 -1.04651 2.14230 -0.8257 -1.7179 -0.7773 -0.120
N -0.01930 -1.91190 0.46072 -1.8974 -0.6103 1.9076 0.011
C -1.49200 -0.18380 3.23561 -0.2597 -0.2837 0.1309 -0.013
C -2.70996 3.45105 0.16344 -0.1110 -0.4424 -0.2701 0.003
C -0.31216 3.68627 2.12895 0.5040 -0.5505 -0.0009 0.003
C 0.07056 -0.99706 1.44572 -3.0429 1.3337 0.6205 -0.117
C -1.86592 -2.10632 1.64569 -0.3985 0.8207 0.9895 -0.035
C -0.03940 2.48875 1.46118 0.3272 0.1713 -0.0814 -0.008
C -2.55071 4.31966 1.24010 -0.4916 0.0782 -0.2919 -0.006
C -1.21432 -2.65975 0.62127 0.7720 0.1563 -0.3296 -0.023
C 2.09136 -1.24481 -0.39127 -0.0596 -0.7528 -1.0230 -0.225
C -1.46206 4.44994 2.08569 -0.2094 0.3681 0.2372 -0.007
C 0.85402 -1.88697 -0.62405 0.7753 1.0147 -1.2894 -0.126
C -0.75447 1.89321 0.43033 -0.0543 -0.4903 -0.4295 -0.002
C 2.44988 -0.71242 0.92399 1.3949 0.8190 2.0287 -0.128
C -1.06613 -2.35230 -2.27052 -0.7503 -0.6271 -0.4401 -0.058
C 2.56773 -1.53263 -2.74530 0.0255 -0.0781 -0.1822 -0.274
C 2.95801 -1.11399 -1.47350 -0.5301 -0.3493 -0.5660 0.003
C 3.49867 -1.45660 -3.91212 0.1698 -0.0125 -0.3907 -0.055
C -1.91157 2.35917 -0.19388 -0.1361 0.1455 -0.3521 0.013
C 0.37297 -2.13600 -1.92444 0.6597 0.2750 -0.1339 -0.192
C 1.27741 -2.00130 -2.97964 0.0134 0.0900 0.6083 -0.015
H 0.46683 4.02047 2.80933 -0.1575 -0.0487 0.0333 0.132
H -1.20581 -2.27683 -3.35985 0.1817 -0.0428 0.3538 0.085
H 0.88511 1.97069 1.73003 -0.2276 0.1263 0.0019 0.129
H 4.49517 -1.17215 -3.57811 0.0616 -0.0074 -0.1876 0.075
H -1.20881 -0.61399 4.20794 -0.0345 0.2554 -0.3091 0.103
H -1.07552 0.82278 3.12244 0.0388 -0.3876 0.0628 0.065
H -1.44527 -3.34744 -1.98652 0.0829 0.3697 -0.1392 0.077
H 3.01121 -1.49059 1.52368 -0.5390 0.7724 -0.4174 0.104
H -2.59108 -0.11075 3.19119 0.4217 0.0197 0.1001 0.098
H 3.14581 -0.72416 -4.65500 0.1619 -0.1795 0.2135 0.089
H -3.59152 3.61155 -0.47325 0.3701 -0.0377 0.3849 0.134
H -2.83616 -2.30004 2.07753 0.1403 -0.2900 -0.0712 0.121
H -2.23175 1.79932 -1.08773 0.1164 0.2635 0.5536 0.135
H -1.51998 5.26942 2.80387 0.0547 -0.1607 -0.1882 0.133
H -0.34000 0.94640 0.03927 -0.1116 0.6205 0.2348 0.120
H 0.96766 -2.22157 -4.00524 0.0322 0.0577 0.3626 0.126
H 1.37995 -0.42837 1.52763 2.9611 -0.4370 -1.3119 0.033
H 3.11151 0.17191 0.81050 -0.0017 -0.5729 -0.0361 0.072
H -3.37822 5.01620 1.39290 0.3227 -0.0774 -0.0286 0.132
H -1.74152 -1.60387 -1.83424 0.2222 -0.1585 0.1410 0.081
H -1.47042 -3.52103 0.02744 0.0759 0.2105 0.0571 0.119
H 3.94853 -0.69071 -1.33429 -0.1396 0.0057 0.0670 0.121
H 3.55137 -2.43294 -4.41983 0.0921 0.3414 0.1588 0.091
```
Positions in Å, forces in eV/Å.

The value obtained for the HOMO energy is -9.5 eV. For the energy relative to the best compared isomer or geometry (same formula, charge and spin), the calculation gives 106.3 kcal per mole. The gap between HOMO and LUMO comes out at 4.216 eV. The value obtained for the lowest unoccupied orbital energy is -5.27 eV. The net charge is +1. The value obtained for the electronic energy is -24082.667 eV. The spin multiplicity is 1.